Model one:
{
  "formula": "C33H47AuGeN2OPSeSi",
  "method": "the ωB97M-V functional and the def2-TZVPD basis",
  "species": ["Au", "O", "C", "C", "C", "C", "C", "C", "N", "H", "H", "H", "H", "H", "H", "H", "N", "P", "C", "C", "C", "C", "C", "C", "C", "C", "C", "C", "C", "C", "C", "C", "C", "C", "C", "C", "H", "H", "H", "H", "H", "H", "H", "H", "H", "H", "H", "H", "H", "H", "H", "C", "Ge", "C", "C", "C", "Se", "C", "H", "H", "H", "H", "H", "H", "H", "H", "H", "H", "H", "H", "H", "H", "C", "Si", "C", "C", "C", "H", "H", "H", "H", "H", "H", "H", "H", "H", "H", "H"],
  "xyz": [[-0.39, 0.17, 0.07], [-1.69, -1.24, -1.07], [-3.10, -1.10, -0.81], [-3.29, -0.91, 0.67], [-4.53, -1.16, 1.25], [-4.69, -0.91, 2.60], [-3.62, -0.42, 3.33], [-2.42, -0.21, 2.68], [-2.26, -0.45, 1.38], [-1.51, -1.35, -2.02], [-3.62, -1.99, -1.15], [-3.49, -0.23, -1.35], [-5.34, -1.55, 0.65], [-5.64, -1.10, 3.08], [-3.71, -0.21, 4.39], [-1.55, 0.18, 3.20], [0.54, 1.44, 1.23], [2.05, 1.23, 1.64], [3.26, 1.01, 0.31], [3.31, -0.23, -0.33], [4.13, -0.42, -1.43], [4.90, 0.64, -1.90], [4.85, 1.87, -1.27], [4.03, 2.06, -0.16], [2.46, -0.09, 2.84], [3.66, -0.79, 2.88], [3.93, -1.64, 3.94], [3.01, -1.81, 4.96], [1.79, -1.13, 4.91], [1.52, -0.27, 3.86], [2.52, 2.72, 2.56], [3.76, 2.79, 3.18], [4.11, 3.93, 3.88], [3.22, 4.99, 3.98], [1.97, 4.91, 3.38], [1.62, 3.78, 2.66], [2.69, -1.05, 0.03], [4.17, -1.38, -1.92], [5.54, 0.50, -2.76], [5.46, 2.69, -1.63], [4.00, 3.02, 0.33], [4.40, -0.65, 2.10], [4.88, -2.17, 3.97], [3.23, -2.47, 5.79], [1.07, -1.26, 5.71], [0.59, 0.28, 3.83], [4.46, 1.97, 3.11], [5.08, 4.00, 4.36], [3.49, 5.88, 4.54], [1.27, 5.73, 3.46], [0.65, 3.69, 2.18], [1.19, -5.63, -2.99], [1.36, -4.07, -1.83], [0.84, -2.46, -2.84], [3.20, -3.89, -1.20], [0.10, -4.27, -0.34], [0.17, -2.94, 1.09], [1.59, -3.74, 2.15], [1.86, -5.53, -3.84], [0.17, -5.73, -3.36], [1.46, -6.54, -2.45], [1.50, -2.31, -3.69], [0.88, -1.57, -2.22], [-0.17, -2.60, -3.24], [3.86, -3.69, -2.04], [3.53, -4.83, -0.74], [3.31, -3.09, -0.47], [0.21, -5.25, 0.15], [-0.92, -4.23, -0.72], [2.49, -3.89, 1.55], [1.25, -4.68, 2.56], [1.81, -3.04, 2.96], [1.24, 4.09, -1.11], [-0.14, 2.96, -1.66], [-0.46, 3.25, -3.48], [-1.71, 3.24, -0.69], [0.41, 1.15, -1.56], [0.94, 5.14, -1.25], [2.14, 3.92, -1.70], [1.48, 3.95, -0.06], [-0.73, 4.29, -3.67], [-1.28, 2.63, -3.86], [0.43, 3.03, -4.08], [-2.10, 4.25, -0.85], [-1.52, 3.10, 0.38], [-2.50, 2.54, -0.99], [1.49, 1.02, -1.56], [-0.01, 0.55, -2.38]],
  "mulliken_charge": [1.456, -0.227, -0.746, 0.655, -0.974, -0.383, -0.758, -0.164, 0.260, 0.143, 0.474, 0.377, 0.504, 0.426, 0.468, 0.144, -0.478, 1.339, 0.410, 0.284, -0.241, -0.855, -0.815, -0.945, 0.982, -0.346, -0.707, -0.669, -0.765, -0.647, 0.154, -0.547, -0.745, -0.532, -0.762, -0.315, 0.176, 0.262, 0.424, 0.447, 0.482, 0.451, 0.423, 0.414, 0.439, 0.141, 0.414, 0.425, 0.401, 0.444, 0.384, -1.209, 0.650, -0.709, -0.902, -1.042, 0.115, -0.352, 0.367, 0.352, 0.365, 0.437, -0.361, 0.429, 0.398, 0.402, -0.106, 0.515, 0.402, 0.178, 0.494, -0.231, -0.877, 0.302, -1.152, -0.952, -1.235, 0.476, 0.253, 0.128, 0.350, 0.316, 0.336, 0.409, 0.226, 0.225, 0.085, 0.740],
  "homo_energy_ev": -10.4,
  "molar_mass_g_mol": 895.35,
  "charge": 1,
  "lumo_ev": -2.9
}

Model two:
{
  "formula": "C33H47AuGeN2OPSeSi",
  "method": "the ωB97M-V functional and the def2-TZVPD basis",
  "species": ["Au", "O", "C", "C", "C", "C", "C", "C", "N", "H", "H", "H", "H", "H", "H", "H", "N", "P", "C", "C", "C", "C", "C", "C", "C", "C", "C", "C", "C", "C", "C", "C", "C", "C", "C", "C", "H", "H", "H", "H", "H", "H", "H", "H", "H", "H", "H", "H", "H", "H", "H", "C", "Ge", "C", "C", "C", "Se", "C", "H", "H", "H", "H", "H", "H", "H", "H", "H", "H", "H", "H", "H", "H", "C", "Si", "C", "C", "C", "H", "H", "H", "H", "H", "H", "H", "H", "H", "H", "H"],
  "xyz": [[-0.39, -0.26, 0.59], [2.46, -0.78, 0.37], [3.08, -0.44, 1.59], [2.15, 0.16, 2.62], [2.72, 0.58, 3.82], [1.93, 1.17, 4.78], [0.58, 1.35, 4.52], [0.08, 0.91, 3.32], [0.85, 0.31, 2.39], [2.92, -0.32, -0.33], [3.87, 0.30, 1.41], [3.56, -1.32, 2.03], [3.78, 0.44, 3.98], [2.36, 1.51, 5.71], [-0.08, 1.83, 5.23], [-0.96, 1.04, 3.06], [-0.60, 1.66, 0.19], [0.28, 2.38, -0.88], [0.31, 1.72, -2.58], [0.89, 0.48, -2.84], [0.86, -0.07, -4.11], [0.23, 0.61, -5.14], [-0.36, 1.84, -4.90], [-0.32, 2.39, -3.62], [2.05, 2.53, -0.42], [3.13, 2.33, -1.27], [4.43, 2.50, -0.81], [4.66, 2.91, 0.49], [3.58, 3.14, 1.35], [2.28, 2.94, 0.90], [-0.26, 4.09, -1.02], [0.52, 5.04, -1.69], [0.08, 6.34, -1.80], [-1.13, 6.72, -1.23], [-1.90, 5.79, -0.55], [-1.46, 4.47, -0.44], [1.35, -0.08, -2.03], [1.32, -1.03, -4.29], [0.20, 0.18, -6.13], [-0.86, 2.37, -5.70], [-0.79, 3.35, -3.45], [2.96, 2.04, -2.30], [5.26, 2.33, -1.48], [5.67, 3.07, 0.85], [3.75, 3.48, 2.36], [1.44, 3.11, 1.56], [1.47, 4.75, -2.13], [0.69, 7.08, -2.32], [-1.47, 7.74, -1.31], [-2.84, 6.08, -0.09], [-2.04, 3.73, 0.10], [1.95, -5.48, -0.36], [0.13, -5.69, 0.30], [0.16, -6.25, 2.18], [-0.91, -6.92, -0.79], [-0.72, -3.91, 0.13], [0.04, -2.61, 1.36], [-1.12, -2.94, 2.87], [2.53, -6.38, -0.18], [2.45, -4.65, 0.14], [1.95, -5.29, -1.44], [0.69, -7.19, 2.26], [-0.85, -6.39, 2.57], [0.68, -5.52, 2.80], [-0.47, -7.91, -0.77], [-0.95, -6.58, -1.82], [-1.93, -7.00, -0.41], [-1.80, -3.91, 0.27], [-0.51, -3.53, -0.87], [-0.90, -3.93, 3.25], [-2.16, -2.88, 2.56], [-0.90, -2.19, 3.63], [-3.90, 1.33, 0.12], [-3.56, -0.44, -0.33], [-4.60, -0.92, -1.81], [-4.00, -1.54, 1.13], [-1.77, -0.71, -0.85], [-4.97, 1.50, 0.26], [-3.55, 1.99, -0.68], [-3.37, 1.64, 1.03], [-5.66, -0.83, -1.58], [-4.41, -1.95, -2.12], [-4.39, -0.27, -2.66], [-5.07, -1.48, 1.34], [-3.48, -1.22, 2.03], [-3.76, -2.59, 0.94], [-1.56, -0.08, -1.72], [-1.58, -1.75, -1.13]],
  "mulliken_charge": [1.618, -0.528, -1.140, 0.737, -0.899, -0.525, -0.829, -0.554, 0.669, 0.200, 0.347, 0.518, 0.548, 0.434, 0.511, 0.390, -0.605, 1.555, 0.117, 0.324, -0.926, -0.662, -0.779, -0.820, 0.637, -0.209, -0.574, -0.669, -0.666, -0.767, -0.356, -0.322, -0.754, -0.460, -0.670, -0.441, 0.339, 0.471, 0.405, 0.450, 0.418, 0.442, 0.474, 0.418, 0.484, 0.424, 0.405, 0.417, 0.401, 0.429, 0.358, -1.168, 0.613, -1.233, -1.180, -0.959, 0.018, -0.825, 0.400, 0.353, 0.355, 0.400, 0.354, 0.388, 0.383, 0.379, 0.366, 0.311, 0.443, 0.384, 0.133, 0.310, -0.909, -0.023, -1.149, -1.017, -0.152, 0.563, 0.200, 0.246, 0.360, 0.335, 0.327, 0.473, 0.301, 0.278, 0.021, 0.134],
  "homo_energy_ev": -10.6,
  "molar_mass_g_mol": 895.35,
  "charge": 1,
  "lumo_ev": -2.3
}

Most stable of them? model two.